{
  "formula": "C21H20F9MoN3O10P2",
  "method": "the ωB97M-V functional and the def2-TZVPD basis",
  "charge": 2,
  "molar_mass_g_mol": 803.272,
  "de_lowest_kj_mol": 8.4,
  "total_energy_ha": -3378.3713,
  "e_homo_ev": -13.952,
  "largest_force_ev_per_a": 0.61,
  "homo_lumo_gap_ev": 5.59,
  "multiplicity": 1,
  "symbols": ["Mo", "C", "O", "C", "C", "C", "C", "C", "C", "N", "N", "C", "O", "C", "C", "C", "C", "C", "C", "C", "O", "H", "H", "H", "H", "H", "H", "H", "H", "H", "H", "H", "H", "N", "C", "C", "P", "O", "O", "O", "P", "O", "O", "O", "H", "H", "H", "H", "H", "H", "H", "H", "F", "C", "F", "F", "C", "O", "C", "F", "F", "F", "C", "F", "F", "F"],
  "coordinates": [[0.016, 0.211, 0.212], [-5.566, 1.123, 1.010], [-4.195, 0.705, 0.962], [-3.860, -0.403, 1.610], [-4.716, -1.266, 2.297], [-4.243, -2.416, 2.930], [-2.905, -2.757, 2.903], [-2.022, -1.913, 2.221], [-0.633, -2.193, 2.144], [0.257, -1.490, 1.496], [1.534, -2.010, 1.613], [2.365, -1.217, 1.053], [1.843, -0.084, 0.515], [3.797, -1.419, 0.923], [4.587, -0.485, 0.255], [5.947, -0.709, 0.133], [6.512, -1.856, 0.674], [5.723, -2.791, 1.336], [4.364, -2.578, 1.462], [-2.504, -0.762, 1.598], [-1.632, 0.019, 0.947], [-5.599, 2.062, 0.471], [-6.205, 0.389, 0.517], [-5.882, 1.278, 2.042], [-5.772, -1.043, 2.338], [-4.947, -3.051, 3.447], [-2.542, -3.654, 3.386], [-0.244, -3.064, 2.663], [4.139, 0.400, -0.175], [6.568, 0.007, -0.386], [7.576, -2.027, 0.579], [6.169, -3.683, 1.750], [3.740, -3.297, 1.973], [1.414, 4.212, -0.690], [-0.053, 3.807, -0.666], [-0.923, 4.969, -1.125], [-0.489, 3.302, 1.070], [0.506, 4.253, 1.866], [-1.902, 3.390, 1.388], [0.223, 1.893, 1.157], [-0.193, 2.272, -1.662], [-0.264, 2.811, -3.123], [-1.341, 1.464, -1.114], [1.055, 1.459, -1.318], [1.647, 4.749, 0.154], [1.611, 4.792, -1.510], [2.008, 3.371, -0.723], [-0.828, 5.822, -0.452], [-1.966, 4.656, -1.114], [-0.665, 5.273, -2.141], [0.161, 4.623, 2.693], [-0.406, 2.165, -3.835], [2.029, -0.884, -2.600], [1.396, -2.058, -2.614], [1.519, -2.606, -3.813], [1.968, -2.846, -1.702], [-0.110, -1.846, -2.249], [-0.179, -0.999, -1.158], [-0.891, -1.195, -3.427], [-0.189, -0.135, -3.893], [-2.064, -0.739, -3.010], [-1.069, -2.048, -4.417], [-0.773, -3.196, -1.825], [-0.463, -4.157, -2.678], [-2.095, -3.063, -1.766], [-0.343, -3.535, -0.603]],
  "atomic_forces_ev_per_a": [[0.09, -0.07, -0.60], [0.01, 0.00, -0.03], [0.01, 0.02, 0.05], [-0.03, -0.21, 0.10], [0.04, 0.12, -0.08], [0.07, -0.05, 0.03], [-0.06, 0.08, -0.03], [0.05, -0.07, 0.02], [-0.20, 0.00, 0.06], [0.14, 0.06, 0.00], [-0.11, 0.06, -0.03], [0.05, 0.27, -0.17], [0.00, -0.05, -0.09], [-0.09, -0.16, 0.13], [0.06, 0.00, -0.03], [-0.02, -0.01, 0.01], [0.01, 0.00, 0.00], [-0.04, 0.02, 0.00], [0.06, 0.03, -0.01], [0.17, 0.20, -0.17], [-0.40, -0.03, 0.09], [-0.01, -0.01, 0.01], [-0.01, 0.01, 0.01], [0.00, 0.00, 0.00], [-0.01, -0.01, 0.01], [-0.01, -0.01, 0.00], [0.01, -0.01, 0.01], [0.01, 0.02, 0.00], [-0.03, 0.00, 0.00], [0.01, 0.01, 0.00], [0.01, 0.00, -0.01], [0.01, -0.01, 0.01], [-0.02, 0.00, 0.00], [0.02, 0.03, 0.00], [0.05, 0.12, -0.08], [-0.03, -0.03, 0.00], [0.08, -0.35, -0.04], [0.08, 0.08, 0.07], [-0.03, 0.05, 0.02], [-0.14, 0.01, 0.19], [0.10, 0.10, 0.17], [-0.10, -0.11, -0.06], [0.07, -0.12, 0.12], [-0.01, -0.03, 0.09], [-0.03, -0.01, -0.01], [0.04, -0.05, -0.02], [-0.01, 0.04, 0.02], [0.00, 0.01, 0.00], [0.00, 0.01, 0.01], [-0.01, 0.01, 0.01], [-0.02, -0.01, -0.05], [0.03, 0.04, 0.03], [-0.02, -0.11, 0.02], [0.02, -0.02, -0.05], [0.02, 0.03, 0.10], [0.01, 0.07, -0.06], [-0.01, 0.11, 0.08], [0.15, -0.08, 0.26], [-0.01, 0.01, -0.06], [-0.06, -0.01, 0.03], [0.06, 0.00, -0.03], [-0.02, 0.04, 0.04], [0.04, -0.08, -0.06], [-0.02, 0.01, 0.04], [0.01, 0.00, 0.02], [-0.04, 0.01, -0.06]],
  "mulliken_charge": [0.239, -1.021, -0.281, 0.215, -0.575, -1.090, -1.190, 0.670, -0.082, 1.345, -1.260, 0.860, -0.416, 0.492, -0.123, -0.910, -0.410, -0.763, -0.442, 0.681, 0.255, 0.231, 0.417, 0.419, 0.539, 0.442, 0.491, 0.496, 0.400, 0.430, 0.418, 0.432, 0.450, -0.164, 0.524, -1.694, 0.825, -0.571, -0.677, -0.642, 0.605, -0.531, -0.072, -0.409, 0.436, 0.404, 0.194, 0.461, 0.406, 0.462, 0.392, 0.390, -0.178, 0.353, -0.233, -0.252, 0.801, 0.363, 0.450, -0.291, -0.214, -0.214, 0.380, -0.219, -0.244, -0.203]
}



{
  "formula": "C21H20N5O2V",
  "method": "the ωB97M-V functional and the def2-TZVPD basis",
  "charge": 2,
  "molar_mass_g_mol": 425.368,
  "s_squared": 2.02,
  "total_energy_ha": -2180.0613,
  "e_homo_ev": [-13.734, -13.714],
  "largest_force_ev_per_a": 0.56,
  "homo_lumo_gap_ev": [6.98, 6.75],
  "multiplicity": 3,
  "symbols": ["V", "C", "C", "N", "N", "C", "O", "C", "C", "C", "C", "C", "C", "C", "C", "C", "C", "C", "N", "H", "H", "H", "H", "H", "H", "H", "H", "H", "H", "H", "H", "O", "C", "C", "C", "C", "C", "C", "N", "H", "H", "H", "H", "H", "H", "H", "N", "C", "H"],
  "coordinates": [[-0.806, 0.171, 0.830], [-0.510, -3.174, -2.002], [-0.911, -2.012, -1.168], [-0.131, -1.374, -0.366], [1.175, -1.734, -0.204], [1.748, -0.865, 0.589], [1.066, 0.170, 1.044], [3.152, -0.995, 0.974], [3.885, -2.109, 0.555], [5.212, -2.234, 0.919], [5.814, -1.252, 1.698], [5.088, -0.143, 2.114], [3.759, -0.012, 1.755], [-2.275, -1.451, -1.191], [-3.288, -1.937, -1.996], [-4.532, -1.318, -1.962], [-4.722, -0.227, -1.130], [-3.662, 0.205, -0.354], [-2.468, -0.391, -0.371], [0.533, -3.417, -1.832], [-1.128, -4.042, -1.763], [-0.659, -2.945, -3.059], [3.408, -2.866, -0.052], [5.782, -3.095, 0.598], [6.853, -1.352, 1.980], [5.562, 0.619, 2.717], [3.190, 0.852, 2.072], [-3.110, -2.783, -2.644], [-5.338, -1.684, -2.583], [-5.672, 0.284, -1.077], [-3.770, 1.055, 0.310], [-1.426, 1.719, 2.029], [-1.389, 3.099, 1.576], [-0.842, 3.114, 0.175], [-0.616, 4.308, -0.488], [-0.106, 4.265, -1.774], [0.166, 3.034, -2.357], [-0.085, 1.890, -1.630], [-0.588, 1.928, -0.387], [-1.550, 1.680, 2.987], [-0.754, 3.674, 2.250], [-2.402, 3.502, 1.607], [-0.830, 5.251, -0.002], [0.085, 5.183, -2.314], [0.573, 2.961, -3.355], [0.123, 0.908, -2.034], [-1.204, -2.186, 3.140], [-1.136, -1.358, 2.348], [-1.265, -2.917, 3.829]],
  "atomic_forces_ev_per_a": [[0.31, 0.28, -0.38], [0.01, 0.01, 0.01], [0.04, 0.00, 0.02], [-0.15, 0.14, 0.07], [0.12, -0.06, 0.00], [0.14, 0.00, 0.03], [-0.34, 0.00, -0.02], [0.00, -0.08, -0.07], [0.01, -0.01, 0.00], [-0.01, 0.02, 0.00], [-0.01, 0.00, -0.01], [0.03, 0.01, 0.02], [-0.04, 0.01, 0.00], [-0.03, -0.02, -0.02], [-0.03, 0.03, 0.00], [0.03, 0.00, 0.01], [0.01, 0.01, 0.01], [-0.03, 0.04, 0.01], [0.06, -0.02, 0.06], [0.00, 0.00, 0.00], [0.00, 0.00, 0.00], [0.00, -0.01, -0.01], [-0.01, 0.00, 0.00], [0.00, 0.00, 0.00], [0.00, 0.00, 0.00], [0.00, 0.00, 0.00], [0.00, 0.00, 0.00], [0.02, -0.01, 0.00], [0.00, 0.00, 0.00], [0.00, 0.00, 0.00], [-0.01, 0.00, 0.00], [-0.10, -0.05, 0.13], [0.01, 0.04, -0.04], [-0.01, 0.02, 0.00], [-0.01, -0.01, 0.00], [0.00, -0.01, 0.01], [-0.01, -0.02, 0.01], [0.00, 0.05, -0.05], [0.02, -0.23, 0.12], [-0.02, 0.02, -0.06], [0.02, -0.01, -0.01], [0.02, 0.00, 0.01], [0.00, 0.00, 0.00], [0.00, 0.00, 0.00], [0.00, 0.00, 0.00], [0.00, 0.00, 0.00], [-0.05, 0.00, -0.02], [0.00, -0.14, 0.16], [0.02, -0.01, 0.00]],
  "mulliken_charge": [0.168, -1.786, 0.732, 1.245, -1.320, 0.745, -0.561, 0.410, -0.254, -0.740, -0.392, -0.720, -0.394, 0.650, -0.852, -0.468, -0.886, -0.048, 0.279, 0.360, 0.396, 0.398, 0.450, 0.416, 0.416, 0.423, 0.391, 0.504, 0.457, 0.443, 0.441, -0.532, -0.545, 0.559, -0.936, -0.276, -0.998, -0.131, 0.453, 0.317, 0.465, 0.378, 0.505, 0.444, 0.444, 0.472, -0.042, 0.227, 0.294]
}



{
  "formula": "C21H20NO6",
  "method": "the ωB97M-V functional and the def2-TZVPD basis",
  "charge": -1,
  "molar_mass_g_mol": 382.392,
  "total_energy_ha": -1318.4057,
  "e_homo_ev": -3.362,
  "largest_force_ev_per_a": 1.66,
  "homo_lumo_gap_ev": 5.65,
  "multiplicity": 1,
  "symbols": ["C", "C", "C", "C", "C", "C", "N", "O", "O", "C", "C", "H", "H", "H", "H", "H", "H", "H", "H", "C", "C", "C", "O", "C", "O", "C", "C", "C", "C", "C", "C", "C", "C", "C", "O", "O", "H", "H", "H", "H", "H", "H", "H", "H", "H", "H", "H", "H"],
  "coordinates": [[-0.091, -3.082, 5.578], [-0.336, -2.730, 4.141], [0.364, -3.367, 3.107], [0.120, -3.040, 1.776], [-0.788, -2.003, 1.440], [-0.956, -1.507, 0.112], [-0.306, -2.034, -0.961], [-0.466, -1.540, -2.129], [0.462, -3.027, -0.812], [-1.511, -1.383, 2.501], [-1.279, -1.736, 3.822], [-0.879, -2.653, 6.204], [-0.083, -4.166, 5.734], [0.867, -2.692, 5.940], [1.111, -4.129, 3.349], [0.626, -3.542, 0.961], [-1.619, -0.665, -0.074], [-2.230, -0.601, 2.237], [-1.819, -1.249, 4.642], [0.556, 2.524, -4.576], [-0.018, 1.118, -4.499], [-0.721, 0.736, -5.799], [1.016, 0.141, -4.270], [1.615, 0.171, -3.036], [2.707, -0.321, -2.869], [0.841, 0.789, -1.919], [1.391, 0.823, -0.664], [0.880, 1.562, 0.467], [0.208, 2.802, 0.350], [-0.321, 3.420, 1.476], [-0.238, 2.803, 2.732], [0.442, 1.586, 2.863], [1.066, 1.023, 1.760], [-0.612, 0.984, -2.166], [-1.431, 1.121, -1.278], [-1.023, 1.014, -3.462], [1.053, 2.817, -3.644], [1.283, 2.557, -5.398], [-0.258, 3.229, -4.792], [-1.145, -0.268, -5.699], [-1.525, 1.449, -6.002], [-0.004, 0.744, -6.624], [2.289, 0.219, -0.527], [0.119, 3.255, -0.638], [-0.813, 4.386, 1.367], [-0.693, 3.275, 3.603], [0.485, 1.076, 3.827], [1.661, 0.110, 1.847]],
  "atomic_forces_ev_per_a": [[0.06, -0.02, 0.26], [-0.04, 0.17, -0.22], [-0.54, 0.39, 0.09], [0.03, 0.05, 0.57], [0.22, -0.16, 0.66], [0.04, 0.03, -0.94], [-0.36, 0.04, 0.47], [-0.11, 0.04, 0.31], [-0.01, 0.31, -0.81], [0.33, -0.10, -0.44], [0.24, -0.36, -0.14], [0.08, -0.09, 0.05], [0.00, 0.08, 0.02], [-0.05, -0.05, -0.02], [-0.26, 0.14, -0.06], [-0.05, 0.13, 0.43], [0.30, -0.40, -0.17], [0.23, -0.20, 0.18], [0.10, -0.12, -0.34], [0.07, 0.08, -0.01], [-0.37, -0.70, 0.41], [0.14, -0.19, 0.35], [-0.02, 0.74, 0.24], [0.56, -0.84, 0.73], [-0.67, 0.40, -0.62], [0.12, -0.31, 0.30], [-0.31, -0.18, -1.62], [-0.42, 0.52, 1.30], [0.33, -0.58, 0.09], [0.09, -0.09, 0.03], [0.12, -0.22, -0.27], [-0.02, 0.40, 0.17], [-0.11, -0.11, -0.70], [-0.74, 0.52, 1.15], [0.54, 0.23, -1.23], [0.54, 0.23, -0.45], [-0.11, -0.07, -0.18], [-0.13, 0.03, 0.22], [0.20, -0.14, 0.11], [0.09, 0.18, 0.02], [0.11, -0.08, 0.05], [-0.07, 0.02, 0.11], [0.04, 0.35, -0.09], [-0.05, -0.08, 0.31], [0.06, -0.23, 0.08], [0.09, -0.13, -0.21], [0.07, 0.21, -0.27], [-0.37, 0.16, 0.08]],
  "mulliken_charge": [-1.370, 1.191, -0.520, -0.757, 1.008, -1.221, 0.992, -0.735, -0.809, -0.771, -0.684, 0.345, 0.344, 0.255, 0.337, 0.532, 0.456, 0.358, 0.232, -1.463, 1.711, -1.816, -0.358, 0.042, -0.668, 0.826, -0.805, 0.769, -0.123, -0.675, -0.527, -0.425, -0.505, 0.412, -0.638, -0.376, 0.282, 0.375, 0.361, 0.413, 0.372, 0.399, 0.461, 0.355, 0.365, 0.366, 0.393, 0.295]
}